P | {
  "formula": "C3H8N3",
  "method": "the ωB97M-V functional and the def2-TZVPD basis",
  "e_lumo_ha": -0.1421,
  "charge": 1,
  "symbols": ["C", "N", "C", "N", "C", "N", "H", "H", "H", "H", "H", "H", "H", "H"],
  "xyz": [[1.592, 0.565, -0.030], [0.172, 0.505, 0.347], [-0.876, 1.386, 0.161], [-1.995, 0.843, -0.059], [-1.846, -0.600, -0.027], [-0.354, -0.788, 0.216], [2.211, -0.160, 0.570], [1.646, 0.290, -1.062], [2.023, 1.530, 0.037], [-1.052, 2.470, 0.173], [-2.336, -0.891, 0.886], [-1.987, -1.140, -0.980], [-0.079, -1.400, 1.018], [0.266, -1.213, -0.602]]
}


Q | {
  "formula": "C3H8N3",
  "method": "the ωB97M-V functional and the def2-TZVPD basis",
  "e_lumo_ha": -0.1304,
  "charge": 1,
  "symbols": ["N", "C", "N", "N", "C", "C", "H", "H", "H", "H", "H", "H", "H", "H"],
  "xyz": [[0.461, 1.732, 0.987], [0.206, 0.435, 0.822], [0.725, -0.440, 1.640], [-0.703, -0.084, -0.202], [-0.689, -1.318, -0.887], [-0.603, -0.006, -1.588], [-0.069, 2.437, 0.370], [1.296, 1.986, 1.479], [0.599, -1.399, 1.442], [0.687, -0.081, 2.625], [-1.752, -1.823, -0.832], [0.173, -2.092, -0.752], [0.388, 0.184, -2.172], [-1.560, 0.351, -2.214]]
}


Least stable = P


P | {
  "formula": "C3H8N3",
  "method": "the ωB97M-V functional and the def2-TZVPD basis",
  "e_lumo_ha": -0.1858,
  "charge": 1,
  "symbols": ["C", "C", "C", "N", "N", "N", "H", "H", "H", "H", "H", "H", "H", "H"],
  "xyz": [[1.165, 1.307, 1.088], [-0.320, 0.868, -0.580], [-0.470, -1.687, 0.235], [1.125, 0.021, 1.070], [0.495, 1.853, 0.097], [0.352, -0.410, 0.013], [1.806, 1.905, 1.737], [-1.507, 0.945, -0.302], [-0.218, 0.902, -1.689], [-0.533, -1.796, 1.368], [-1.429, -1.432, -0.324], [0.050, -2.561, -0.144], [0.598, 2.855, -0.011], [1.342, -1.014, -0.915]]
}


Q | {
  "formula": "C3H8N3",
  "method": "the ωB97M-V functional and the def2-TZVPD basis",
  "e_lumo_ha": [-0.1745, -0.2066],
  "charge": 1,
  "symbols": ["C", "C", "C", "N", "N", "N", "H", "H", "H", "H", "H", "H", "H", "H"],
  "xyz": [[2.084, -0.400, 0.612], [0.752, 0.105, 0.025], [-1.213, -1.562, -0.662], [2.466, -0.425, -0.789], [1.376, 0.014, -1.229], [0.057, 1.291, 0.603], [2.567, 0.402, 1.280], [2.215, -1.335, 1.273], [-1.797, -0.725, -1.030], [-1.413, -2.031, 0.272], [-0.624, -2.184, -1.385], [0.875, 1.826, 1.066], [-0.642, 0.832, 1.156], [-0.386, 1.736, -0.245]]
}


R | {
  "formula": "C3H8N3",
  "method": "the ωB97M-V functional and the def2-TZVPD basis",
  "e_lumo_ha": -0.1194,
  "charge": 1,
  "symbols": ["C", "N", "C", "N", "C", "N", "H", "H", "H", "H", "H", "H", "H", "H"],
  "xyz": [[-0.450, -1.598, 0.018], [0.598, -0.582, 0.119], [0.258, 0.514, -0.978], [-0.112, 1.580, -0.049], [0.074, 1.269, 1.217], [0.539, 0.009, 1.437], [-0.259, -2.235, 0.886], [-1.483, -1.254, -0.163], [-0.430, -2.089, -0.893], [1.406, -1.088, -0.152], [-0.542, 0.279, -1.643], [1.198, 0.823, -1.570], [-0.683, 2.384, -0.265], [-0.114, 1.989, 2.037]]
}


S | {
  "formula": "C3H8N3",
  "method": "the ωB97M-V functional and the def2-TZVPD basis",
  "e_lumo_ha": -0.1418,
  "charge": 1,
  "symbols": ["C", "C", "C", "N", "N", "N", "H", "H", "H", "H", "H", "H", "H", "H"],
  "xyz": [[-1.340, 0.984, -0.175], [-0.504, 0.024, 0.260], [0.999, -0.176, 0.607], [-2.404, 0.029, -0.138], [-1.455, -1.030, 0.157], [1.987, 0.090, -0.457], [-1.276, 1.957, -0.577], [1.248, 0.562, 1.341], [0.965, -1.261, 0.898], [-3.176, -0.115, -0.809], [-1.591, -1.386, 1.115], [2.865, 0.294, -0.035], [1.482, 0.761, -1.061], [2.202, -0.734, -1.126]]
}


Least stable = Q